{"formula": "C5H13NO", "method": "wB97M-V/def2-TZVPD", "elements": ["C", "N", "C", "C", "C", "C", "H", "H", "H", "H", "H", "H", "H", "H", "H", "H", "H", "H", "H", "O"], "positions_angstrom": [[0.11, 1.95, 0.93], [-0.47, 0.83, 0.23], [-1.81, 0.23, 0.58], [-1.67, -1.33, 0.52], [-0.27, -1.58, -0.15], [0.49, -0.27, 0.03], [-0.56, 2.81, 0.97], [0.99, 2.19, 0.34], [0.40, 1.87, 2.00], [-2.08, 0.62, 1.56], [-2.30, 0.44, -0.37], [-2.42, -1.86, -0.06], [-1.81, -1.70, 1.55], [-0.50, -1.85, -1.18], [0.14, -2.44, 0.38], [1.09, -0.43, 0.93], [1.05, -0.02, -0.88], [2.74, 0.74, -2.15], [3.37, -0.56, -2.71], [3.55, 0.37, -2.51]], "e_lumo_ev": 0.8, "largest_force_ha_per_bohr": 0.04767, "smiles": "CN1CCCC1.O", "multiplicity": 1, "homo_energy_ha": -0.2983, "charge": 0, "gap_ev": 8.94}



{"formula": "C3H3I5O", "method": "wB97M-V/def2-TZVPD", "elements": ["C", "C", "C", "O", "I", "I", "I", "I", "I", "H", "H", "H"], "positions_angstrom": [[-0.98, 0.40, -0.15], [2.32, -0.19, -0.10], [-1.41, -0.83, 0.01], [2.08, -0.38, 1.18], [-0.71, 1.76, 1.42], [2.75, 1.63, -0.96], [-1.55, -2.11, -1.65], [-1.98, -1.66, 1.85], [-4.23, 1.23, -1.50], [-0.72, 0.79, -1.12], [2.36, -1.08, -0.71], [2.06, 0.43, 1.71]], "e_lumo_ev": [-0.3, -3.2], "largest_force_ha_per_bohr": 0.03108, "multiplicity": 1, "homo_energy_ha": [-0.3375, -0.2605], "charge": 0, "gap_ev": [8.93, 3.89]}



{"formula": "C18H57N18O12", "method": "wB97M-V/def2-TZVPD", "elements": ["C", "C", "O", "O", "H", "H", "H", "C", "C", "C", "O", "C", "N", "H", "H", "H", "H", "H", "H", "H", "H", "H", "H", "H", "C", "C", "C", "O", "C", "N", "H", "H", "H", "H", "H", "H", "H", "H", "H", "H", "H", "C", "O", "N", "N", "H", "H", "H", "H", "C", "O", "N", "N", "H", "H", "H", "H", "C", "O", "N", "N", "H", "H", "H", "H", "C", "O", "N", "N", "H", "H", "H", "H", "C", "O", "N", "N", "H", "H", "H", "H", "C", "O", "N", "N", "H", "H", "H", "H", "C", "O", "N", "N", "H", "H", "H", "H", "C", "O", "N", "N", "H", "H", "H", "H"], "positions_angstrom": [[0.57, 0.53, 0.28], [1.28, 0.69, -1.07], [2.34, 0.06, -1.19], [0.76, 1.53, -1.84], [1.19, 0.98, 1.06], [0.59, -0.56, 0.34], [-0.41, 0.98, 0.43], [-5.98, -3.32, 3.25], [-6.62, -2.92, 1.91], [-5.95, -1.63, 1.24], [-6.37, -1.24, -0.08], [-5.97, 0.02, -0.56], [-6.56, -4.05, 1.00], [-6.02, -2.62, 4.08], [-4.96, -3.56, 2.95], [-6.29, -4.32, 3.57], [-7.68, -2.81, 2.11], [-4.87, -1.75, 1.24], [-6.21, -0.89, 2.00], [-6.61, 0.40, -1.35], [-4.94, 0.00, -0.91], [-5.97, 0.77, 0.23], [-6.96, -3.82, 0.10], [-5.62, -4.35, 0.80], [0.90, -6.31, 0.67], [0.74, -6.53, -0.94], [-0.79, -6.34, -1.44], [-1.70, -7.19, -0.66], [-1.59, -8.58, -0.78], [1.70, -5.85, -1.77], [0.35, -5.38, 0.82], [1.92, -6.06, 0.96], [0.33, -6.91, 1.38], [1.07, -7.56, -1.02], [-0.81, -6.59, -2.50], [-1.06, -5.31, -1.20], [-1.92, -8.89, -1.77], [-2.28, -9.19, -0.20], [-0.56, -8.92, -0.66], [1.73, -4.86, -1.58], [1.44, -5.89, -2.75], [6.34, 4.11, -2.29], [7.32, 4.74, -2.59], [5.19, 4.11, -2.97], [6.16, 3.39, -1.26], [4.53, 3.35, -3.04], [5.27, 4.57, -3.86], [6.95, 3.36, -0.63], [5.45, 2.69, -1.44], [0.54, 4.40, -8.39], [0.23, 4.73, -9.50], [-0.26, 4.18, -7.39], [1.71, 4.04, -8.03], [0.07, 3.84, -6.50], [-1.25, 4.13, -7.56], [1.84, 3.83, -7.05], [2.50, 4.04, -8.65], [5.27, 0.51, 6.40], [4.49, -0.29, 6.77], [6.19, 0.93, 7.23], [5.36, 1.06, 5.24], [6.12, 0.70, 8.21], [6.79, 1.72, 7.05], [6.02, 1.81, 5.10], [4.64, 0.98, 4.54], [2.14, 7.00, 3.23], [0.93, 7.08, 3.17], [2.83, 6.25, 2.35], [2.89, 7.61, 4.08], [3.84, 6.27, 2.34], [2.28, 5.91, 1.57], [2.44, 8.35, 4.60], [3.87, 7.57, 3.86], [-5.66, 6.38, 1.43], [-6.72, 5.77, 1.22], [-4.60, 5.88, 1.91], [-5.42, 7.55, 0.89], [-4.75, 4.94, 2.24], [-3.72, 6.37, 2.01], [-6.07, 7.93, 0.22], [-4.59, 7.95, 1.30], [8.26, -2.66, -1.39], [9.48, -2.70, -1.40], [7.63, -1.77, -2.04], [7.53, -3.40, -0.64], [6.65, -1.55, -2.14], [8.27, -1.21, -2.59], [7.98, -3.96, 0.08], [6.54, -3.49, -0.83], [-2.68, 0.89, 5.79], [-2.30, -0.29, 5.72], [-2.01, 1.90, 5.46], [-3.83, 1.24, 6.19], [-1.07, 1.60, 5.25], [-2.26, 2.76, 5.93], [-4.14, 2.20, 6.12], [-4.44, 0.60, 6.69], [-2.53, -3.01, -6.54], [-2.82, -3.53, -7.61], [-1.45, -2.30, -6.28], [-3.22, -2.96, -5.45], [-1.39, -1.87, -5.36], [-0.57, -2.32, -6.77], [-4.15, -3.36, -5.43], [-2.88, -2.31, -4.76]], "e_lumo_ev": 1.5, "largest_force_ha_per_bohr": 0.15143, "multiplicity": 1, "homo_energy_ha": -0.1795, "charge": -1, "gap_ev": 6.34}



Values for energy relative to the best compared isomer or geometry (same formula, charge and spin), kcal/mol, ordered as above
44.9 53.4 0.0